{
  "formula": "C8H23NO5P",
  "method": "ωB97M-V/def2-TZVPD",
  "elements": ["N", "C", "C", "C", "O", "O", "C", "O", "P", "O", "H", "H", "H", "H", "H", "H", "H", "H", "H", "H", "H", "H", "H", "C", "C", "O", "C", "C", "H", "H", "H", "H", "H", "H", "H", "H", "H", "H"],
  "xyz": [[0.8165, -4.3304, -0.1101], [1.9524, -3.4346, 0.0503], [1.7320, -2.2277, 1.0362], [1.9211, -0.8928, 0.2933], [0.8128, -0.3906, -0.4518], [0.2580, -1.4098, -1.3014], [2.7725, -2.2730, 2.2041], [2.1027, -2.2690, 3.4120], [0.4101, -1.7561, 3.3067], [0.4770, -2.3124, 1.6032], [0.5724, -4.6920, 0.8079], [0.0201, -3.7430, -0.3449], [2.7995, -4.0297, 0.4038], [2.2198, -3.0641, -0.9376], [2.0582, -0.0973, 1.0219], [2.8120, -0.9491, -0.3520], [0.6991, -1.2000, -2.1375], [3.3756, -3.1883, 2.1317], [3.4793, -1.4281, 2.1101], [0.4299, -1.3430, 4.6919], [0.0104, -3.0968, 3.6661], [-0.9653, -1.3449, 3.1500], [0.8732, -0.4413, 2.8810], [-2.7820, 4.5369, -3.0389], [-1.6051, 4.4993, -2.0766], [-1.9322, 4.0550, -0.7773], [-2.4593, 2.7346, -0.6883], [-1.5612, 1.6569, -1.2633], [-3.5892, 5.1499, -2.6347], [-2.4645, 4.9650, -3.9915], [-3.1757, 3.5399, -3.2395], [-1.2141, 5.5082, -1.9342], [-0.7940, 3.8969, -2.5022], [-3.4526, 2.6963, -1.1530], [-2.5982, 2.5700, 0.3797], [-1.4268, 1.7696, -2.3415], [-2.0024, 0.6758, -1.0870], [-0.5820, 1.6596, -0.7864]],
  "atomic_forces_ev_per_a": [[-0.1, 0.0, 0.0], [0.0, 0.0, 0.2], [-0.1, -0.2, -0.2], [0.0, 0.0, -0.1], [-0.1, -0.2, 0.1], [0.3, 0.1, 0.0], [0.0, -0.1, 0.0], [0.1, 0.1, 0.2], [0.0, 0.0, 0.1], [-0.1, 0.2, 0.0], [0.0, 0.1, 0.0], [0.0, 0.0, 0.0], [0.0, 0.0, 0.0], [0.1, 0.1, -0.1], [0.0, 0.1, 0.0], [0.0, 0.0, 0.0], [-0.1, -0.1, 0.0], [0.0, 0.0, 0.0], [0.0, 0.0, 0.1], [0.0, 0.0, -0.1], [0.0, 0.0, 0.0], [0.0, 0.0, -0.1], [0.0, 0.0, 0.0], [0.0, 0.0, 0.0], [0.0, 0.0, 0.0], [0.0, 0.0, 0.0], [0.0, 0.0, 0.0], [0.0, 0.1, 0.0], [0.0, 0.0, 0.0], [0.0, 0.0, 0.0], [0.0, 0.0, 0.0], [0.0, 0.0, 0.0], [0.0, 0.0, 0.0], [0.0, 0.0, 0.0], [0.0, 0.0, 0.0], [0.0, 0.0, 0.0], [0.0, 0.0, 0.0], [0.0, 0.0, 0.0]],
  "max_force_ev_per_a": 0.33,
  "total_energy_ha": -1090.77210,
  "total_charge": -1
}